(A)
13
Properties=species:S:1:pos:R:3 method="wB97M-V/def2-TZVPD" e_lumo_ev=1.044 homo_lumo_gap_ev=11.027 mol_weight_g_mol=98.10 homo_energy_ev=-9.9833
H -2.095 -1.135 2.019
N -1.893 -0.851 1.058
C -0.683 -0.560 0.887
O 0.399 -0.569 1.748
C 1.324 -0.142 0.690
C 0.143 -0.011 -0.232
C 0.013 0.200 -1.675
N -0.029 1.335 -0.761
H 1.669 0.899 0.768
H 2.106 -0.893 0.518
H -0.910 -0.091 -2.163
H 0.925 0.134 -2.266
H -0.968 1.684 -0.591

(B)
13
Properties=species:S:1:pos:R:3 method="wB97M-V/def2-TZVPD" e_lumo_ev=0.190 smiles="[H]/N=C/OCCC#N" homo_lumo_gap_ev=10.859 mol_weight_g_mol=98.10 homo_energy_ev=-10.6696
H -0.271 -1.546 2.573
N -0.257 -1.139 1.642
C 0.910 -1.183 1.158
O 1.221 -0.728 -0.064
C 0.131 -0.280 -0.864
C -0.424 1.033 -0.361
C -1.491 1.485 -1.471
N -0.886 2.420 -1.847
H 1.810 -1.585 1.631
H -0.667 -1.025 -0.881
H 0.549 -0.155 -1.867
H -1.026 0.963 0.532
H 0.401 1.740 -0.182

(C)
13
Properties=species:S:1:pos:R:3 method="wB97M-V/def2-TZVPD" e_lumo_ev=0.680 smiles="[H]/N=C/OCCC#N" homo_lumo_gap_ev=11.344 mol_weight_g_mol=98.10 homo_energy_ev=-10.6644
H -2.422 1.603 -1.037
N -2.055 0.652 -1.021
C -1.621 0.403 0.133
O -1.093 -0.807 0.473
C 0.163 -1.137 -0.096
C 1.290 -0.297 0.549
C 1.730 0.831 -0.277
N 2.093 1.703 -0.946
H -1.638 1.089 0.987
H 0.147 -1.016 -1.184
H 0.315 -2.191 0.142
H 0.927 0.084 1.510
H 2.164 -0.918 0.766

Taking the most stable structure as the zero point, the relative energies in hartree are (A) 0.0403; (B) 0.0626; (C) 0.0000.

(A)
15
Properties=species:S:1:pos:R:3 method="wB97M-V/def2-TZVPD" e_lumo_ev=0.843 smiles="[H]/N=C(/N=C)N(C)C#C" homo_lumo_gap_ev=9.907 mol_weight_g_mol=109.13 homo_energy_ev=-9.0640
H -0.594 -2.470 -0.144
N -0.647 -1.747 -0.851
C -0.495 -0.572 -0.500
N -0.457 0.598 -1.712
C 0.342 0.436 -2.661
N 0.090 0.152 0.440
C -0.307 1.499 0.843
C 0.246 -0.797 1.740
C 0.711 -1.393 2.683
H 1.133 -0.319 -2.661
H 0.164 0.989 -3.582
H -1.337 1.521 1.201
H 0.364 1.826 1.635
H -0.191 2.168 -0.007
H 0.977 -1.889 3.576

(B)
15
Properties=species:S:1:pos:R:3 method="wB97M-V/def2-TZVPD" e_lumo_ev=0.904 smiles="C=Nn1cc(C)cn1" homo_lumo_gap_ev=9.688 mol_weight_g_mol=109.13 homo_energy_ev=-8.7846
C -2.541 -0.420 -2.718
N -1.925 -0.869 -1.731
N -0.920 -0.294 -1.053
C -0.086 -0.943 0.054
C 0.688 0.021 0.598
C 1.667 0.048 1.714
C 0.173 1.287 -0.010
N -0.648 1.056 -0.997
H -3.206 -1.279 -3.010
H -2.296 0.491 -3.350
H -0.270 -1.927 0.254
H 1.301 0.254 2.710
H 2.022 -0.999 1.678
H 2.378 0.789 1.556
H 0.561 2.232 0.258

Taking the most stable structure as the zero point, the relative energies in hartree are (A) 0.0793; (B) 0.0000.

(A)
15
Properties=species:S:1:pos:R:3 method="wB97M-V/def2-TZVPD" e_lumo_ev=0.857 smiles="C1=NC[C@@H]2CC=NN12" homo_lumo_gap_ev=9.209 mol_weight_g_mol=109.13 homo_energy_ev=-8.3518
C -1.255 -1.403 -0.097
N -2.208 -0.504 -0.125
C -1.501 0.808 -0.294
C -0.114 0.549 0.551
C 1.385 0.823 -0.040
C 1.972 -0.506 -0.292
N 1.155 -1.499 0.026
N -0.096 -0.966 0.402
H -1.581 -2.555 0.033
H -2.134 1.481 0.323
H -1.520 0.987 -1.359
H -0.404 0.661 1.606
H 1.733 1.492 0.726
H 1.452 1.502 -0.879
H 3.116 -0.869 -0.580

(B)
15
Properties=species:S:1:pos:R:3 method="wB97M-V/def2-TZVPD" e_lumo_ev=0.310 smiles="[H]/N=C/NC1=NCC=C1" homo_lumo_gap_ev=8.952 mol_weight_g_mol=109.13 homo_energy_ev=-8.6421
H 3.687 -1.663 -0.766
N 3.317 -0.614 -0.632
C 2.054 -0.787 -0.560
N 1.406 0.299 -0.453
C 0.023 0.337 -0.233
N -0.487 1.467 0.178
C -1.894 1.188 0.735
C -2.040 -0.061 0.222
C -0.989 -0.685 -0.187
H 1.457 -1.646 -0.701
H 2.150 0.969 -0.407
H -2.610 2.014 0.264
H -1.766 1.624 1.938
H -3.088 -0.541 0.728
H -1.219 -1.900 -0.125

(C)
15
Properties=species:S:1:pos:R:3 method="wB97M-V/def2-TZVPD" e_lumo_ev=0.478 homo_lumo_gap_ev=8.302 mol_weight_g_mol=109.13 homo_energy_ev=-7.8239
C 1.196 1.509 0.105
C -0.159 1.801 0.119
C 2.719 -0.333 -0.013
C 0.026 -0.535 -0.037
C -0.179 -1.857 -0.002
N 1.445 0.081 0.033
N -0.872 0.556 -0.052
N -2.234 0.406 0.023
H 2.073 2.137 0.037
H -0.721 2.709 0.056
H 2.605 -1.456 0.060
H -1.171 -2.126 -0.031
H 0.526 -2.616 -0.108
H -2.492 -0.310 0.713
H -2.762 0.034 -0.905

Taking the most stable structure as the zero point, the relative energies in hartree are (A) 0.0000; (B) 0.0448; (C) 0.0591.

(A)
15
Properties=species:S:1:pos:R:3 method="wB97M-V/def2-TZVPD" e_lumo_ev=-0.053 homo_lumo_gap_ev=7.681 mol_weight_g_mol=109.13 homo_energy_ev=-7.7336
C -0.682 0.620 -0.006
C -1.881 0.086 -0.137
C -1.753 -1.306 -0.066
C -0.291 -1.428 0.163
C 2.716 -0.370 -0.257
H -0.719 2.461 1.249
H 0.487 2.057 -0.297
H -2.687 0.642 -0.765
H -2.091 -2.358 -0.291
H 0.136 -2.392 -0.188
H 2.575 -1.512 -0.128
H 3.858 -0.023 -0.752
N -0.545 2.107 -0.184
N 0.332 -0.223 0.419
N 1.611 0.332 0.192

(B)
15
Properties=species:S:1:pos:R:3 method="wB97M-V/def2-TZVPD" e_lumo_ev=1.019 smiles=Cc1[nH][nH][nH]c2cc1-2 homo_lumo_gap_ev=8.117 mol_weight_g_mol=109.13 homo_energy_ev=-7.0984
C -0.858 0.339 -2.113
C -0.368 -0.065 -0.754
N -1.067 0.625 0.292
N -0.383 0.962 1.479
N 0.579 -0.234 2.051
C 1.312 -0.705 1.067
C 1.992 -1.273 0.131
C 0.841 -0.515 -0.350
H -0.155 0.758 -2.693
H -1.559 1.149 -1.892
H -1.191 -0.509 -2.620
H -2.042 0.333 0.431
H -1.029 0.991 2.247
H 1.059 0.098 2.898
H 2.870 -1.955 -0.176

Taking the most stable structure as the zero point, the relative energies in hartree are (A) 0.0347; (B) 0.0000.

(A)
12
Properties=species:S:1:pos:R:3 method="wB97M-V/def2-TZVPD" charge=+1 e_lumo_ev=-9.569 homo_lumo_gap_ev=5.851 mol_weight_g_mol=62.09 homo_energy_ev=-15.4195
C -0.253 -0.540 -1.025
C -1.218 0.057 1.059
N -0.041 -0.160 0.319
H 0.720 -0.803 -1.446
H -0.641 0.294 -1.627
H -0.920 -1.410 -1.134
H -0.972 0.340 2.082
H -1.812 -0.879 1.084
H -1.852 0.838 0.613
H 1.576 0.506 0.150
H 3.063 0.983 0.273
O 2.350 0.774 -0.348

(B)
12
Properties=species:S:1:pos:R:3 method="wB97M-V/def2-TZVPD" charge=+1 e_lumo_ev=-5.099 homo_lumo_gap_ev=10.964 mol_weight_g_mol=62.09 homo_energy_ev=-16.0631
C 1.204 1.039 -1.042
C -1.047 0.408 -0.395
N 0.207 0.307 -0.252
H 1.639 1.786 -0.370
H 0.696 1.577 -1.836
H 2.024 0.416 -1.380
H -1.415 1.265 -0.957
H -1.757 -0.044 0.283
H 0.587 -0.226 0.536
H -0.060 -2.181 2.247
H -1.346 -2.540 1.532
O -0.731 -1.807 1.634

(C)
12
Properties=species:S:1:pos:R:3 method="wB97M-V/def2-TZVPD" charge=+1 e_lumo_ev="-4.366 / -4.838" homo_lumo_gap_ev="10.252 / 8.117" mol_weight_g_mol=62.09 homo_energy_ev="-14.6173 / -12.9551"
C -1.168 -0.705 0.150
C 0.176 -0.059 -0.012
N 0.404 1.351 0.248
O 1.327 -0.771 0.265
H -1.116 -0.852 1.281
H -1.936 -0.124 -0.261
H -0.957 -1.581 -0.422
H 0.695 -0.632 -2.249
H -0.321 1.698 0.959
H 0.422 1.912 -0.630
H 1.251 1.482 0.747
H 1.225 -1.718 -0.077

Taking the most stable structure as the zero point, the relative energies in hartree are (A) 0.1546; (B) 0.0000; (C) 0.1614.

(A)
18
Properties=species:S:1:pos:R:3 method="wB97M-V/def2-TZVPD" e_lumo_ev=1.017 homo_lumo_gap_ev=8.476 mol_weight_g_mol=97.16 homo_energy_ev=-7.4590
C 2.328 -2.197 0.964
C 1.693 -1.032 0.872
C 1.005 -0.454 -0.291
C -0.065 0.352 -0.170
C -0.701 0.736 1.127
N -0.606 0.964 -1.308
C -2.021 1.259 -1.482
H 2.730 -2.478 1.928
H 2.603 -2.895 0.188
H 1.754 -0.378 1.739
H 1.376 -0.779 -1.260
H -1.757 0.461 1.170
H -0.224 0.231 1.954
H -0.702 1.815 1.264
H -0.182 0.580 -2.139
H -2.599 1.013 -0.598
H -2.487 0.526 -2.132
H -2.146 2.277 -1.826

(B)
18
Properties=species:S:1:pos:R:3 method="wB97M-V/def2-TZVPD" e_lumo_ev=0.805 smiles="C=C(C)C.CC#N" homo_lumo_gap_ev=9.958 mol_weight_g_mol=97.16 homo_energy_ev=-9.1538
C -0.484 -0.014 1.296
C -0.402 0.985 0.493
C 0.817 1.894 0.535
C -1.586 1.152 -0.445
H -1.281 -0.818 1.309
H 0.504 -0.220 1.815
H 1.255 2.003 -0.373
H 1.562 1.433 1.219
H 0.372 2.853 1.012
H -1.843 2.261 -0.385
H -2.541 0.603 -0.052
H -1.337 0.752 -1.438
C 1.282 -2.676 -0.366
C 0.910 -1.568 -1.115
N 0.713 -0.579 -1.626
H 2.194 -2.989 -0.722
H 0.414 -3.376 -0.493
H 1.357 -2.399 0.726

(C)
18
Properties=species:S:1:pos:R:3 method="wB97M-V/def2-TZVPD" e_lumo_ev=1.028 smiles="C=CNC/C=C/C" homo_lumo_gap_ev=9.140 mol_weight_g_mol=97.16 homo_energy_ev=-8.1117
C 0.309 3.731 -0.512
C -0.113 2.474 -0.608
N 0.664 1.328 -0.780
C -0.034 0.045 -0.897
C 0.004 -0.817 0.329
C 0.345 -2.106 0.431
C -0.413 -3.176 1.165
H 1.350 4.033 -0.550
H -0.347 4.511 -0.160
H -1.193 2.337 -0.532
H 1.365 1.300 -0.054
H -1.087 0.194 -1.140
H 0.400 -0.485 -1.745
H -0.714 -0.529 1.105
H 1.259 -2.448 -0.061
H -0.145 -3.155 2.225
H -1.479 -3.065 0.982
H -0.171 -4.173 0.803

Taking the most stable structure as the zero point, the relative energies in hartree are (A) 0.0000; (B) 0.0242; (C) 0.0303.

(A)
7
Properties=species:S:1:pos:R:3 method="wB97M-V/def2-TZVPD" e_lumo_ev=-0.456 smiles=P[SiH](Cl)Cl homo_lumo_gap_ev=9.754 mol_weight_g_mol=132.99 homo_energy_ev=-10.2099
P -1.142 0.336 1.105
Si 0.520 0.193 -0.378
Cl 2.144 -1.783 0.211
Cl 1.718 1.777 -0.300
H -1.537 -0.992 0.965
H -2.054 0.774 0.132
H 0.349 -0.306 -1.734

(B)
7
Properties=species:S:1:pos:R:3 method="wB97M-V/def2-TZVPD" e_lumo_ev="-1.312 / -0.623" homo_lumo_gap_ev="9.189 / 7.280" mol_weight_g_mol=132.99 homo_energy_ev="-10.5010 / -7.9031"
Si 0.635 -1.210 -1.464
P 1.146 0.931 -1.236
Cl 2.250 -2.415 -1.302
Cl -0.195 -1.541 -3.320
H -0.728 -3.122 0.648
H 1.694 0.822 -0.022
H -0.024 1.328 -0.725

Taking the most stable structure as the zero point, the relative energies in hartree are (A) 0.0000; (B) 0.0973.

(A)
13
Properties=species:S:1:pos:R:3 method="wB97M-V/def2-TZVPD" e_lumo_ev=0.636 smiles="[H]/N=C/N.O.O" homo_lumo_gap_ev=10.049 mol_weight_g_mol=80.09 homo_energy_ev=-9.4125
H 2.730 0.881 -0.382
N 1.815 0.441 -0.248
C 1.156 1.392 0.218
N -0.067 1.868 -0.371
H 1.571 2.054 0.892
H -0.753 1.225 -0.824
H -0.589 2.580 0.177
O -1.365 -1.219 1.716
H -1.163 -0.909 0.845
H -2.194 -1.679 1.424
O -0.888 -1.972 -1.245
H -0.825 -1.066 -1.717
H 0.072 -2.082 -1.162

(B)
13
Properties=species:S:1:pos:R:3 method="wB97M-V/def2-TZVPD" e_lumo_ev=0.645 smiles="[H]/N=C/N.O.O" homo_lumo_gap_ev=10.551 mol_weight_g_mol=80.09 homo_energy_ev=-9.9061
H 1.569 -2.695 -0.805
N 0.966 -1.890 -0.623
C -0.262 -2.112 -0.662
N -1.213 -1.073 -0.527
H -0.775 -3.033 -0.962
H -0.760 -0.152 -0.558
H -1.620 -1.069 0.402
O 0.754 1.566 2.086
H 1.325 1.921 1.401
H 0.005 2.170 2.119
O -0.276 2.495 -0.550
H 0.444 1.986 -0.951
H -0.852 2.621 -1.317

Taking the most stable structure as the zero point, the relative energies in hartree are (A) 0.0361; (B) 0.0000.

(A)
6
Properties=species:S:1:pos:R:3 method="wB97M-V/def2-TZVPD" e_lumo_ev=-0.748 homo_lumo_gap_ev=10.062 mol_weight_g_mol=54.05 homo_energy_ev=-10.8093
O -1.404 -0.662 -0.397
C -0.225 -0.469 -0.469
C 0.765 1.127 -0.450
C 0.356 0.634 0.641
H 0.479 -1.133 -0.984
H 0.029 0.502 1.658

(B)
6
Properties=species:S:1:pos:R:3 method="wB97M-V/def2-TZVPD" e_lumo_ev=-1.376 homo_lumo_gap_ev=8.883 mol_weight_g_mol=54.05 homo_energy_ev=-10.2588
C -0.833 -0.208 -0.705
C -1.717 -0.075 -1.577
C 0.124 -0.316 0.351
O 1.126 0.527 0.710
H 0.208 -1.267 1.019
H 1.093 1.339 0.202

Taking the most stable structure as the zero point, the relative energies in hartree are (A) 0.0000; (B) 0.0045.

(A)
6
Properties=species:S:1:pos:R:3 method="wB97M-V/def2-TZVPD" e_lumo_ev=-0.426 smiles="C=C=C=O" homo_lumo_gap_ev=8.487 mol_weight_g_mol=54.05 homo_energy_ev=-8.9122
C 0.957 -0.078 0.020
C -0.239 -0.601 0.122
C -1.423 -0.108 0.254
O -2.404 0.419 -0.090
H 1.494 -0.285 -0.910
H 1.615 0.654 0.604

(B)
6
Properties=species:S:1:pos:R:3 method="wB97M-V/def2-TZVPD" e_lumo_ev=-1.658 homo_lumo_gap_ev=9.819 mol_weight_g_mol=54.05 homo_energy_ev=-11.4771
C 1.741 0.235 -0.091
C 2.905 -0.267 -0.213
C 0.819 1.100 -0.212
O -1.413 -0.257 0.146
H -2.170 0.215 0.059
H -1.882 -1.026 0.310

Taking the most stable structure as the zero point, the relative energies in hartree are (A) 0.0000; (B) 0.1630.

(A)
17
Properties=species:S:1:pos:R:3 method="wB97M-V/def2-TZVPD" e_lumo_ev="0.741 / 0.741" homo_lumo_gap_ev="7.824 / 7.828" mol_weight_g_mol=98.15 homo_energy_ev="-7.0833 / -7.0870"
C -0.973 -0.343 0.297
C -1.584 -0.338 -1.056
C -0.560 0.881 0.823
C 2.062 0.321 -0.565
N -2.718 0.279 -0.389
C 1.231 -0.181 0.571
N 1.531 -0.907 1.536
H -3.288 -0.439 0.062
H -1.063 -1.212 0.937
H 2.507 -1.230 1.554
H -1.114 0.348 -1.764
H -1.726 -1.332 -1.493
H -0.494 1.036 1.894
H -0.616 1.745 0.172
H 2.020 1.411 -0.610
H 3.110 0.020 -0.456
H 1.675 -0.058 -1.512

(B)
17
Properties=species:S:1:pos:R:3 method="wB97M-V/def2-TZVPD" e_lumo_ev="0.015 / 0.010" homo_lumo_gap_ev="7.889 / 7.880" mol_weight_g_mol=98.15 homo_energy_ev="-7.8743 / -7.8703"
C -0.152 0.862 -0.287
C -2.528 0.392 -0.180
C -1.396 1.104 0.411
C -0.683 -0.206 0.663
C 3.479 -0.253 0.195
N -1.754 -0.817 0.070
N -2.171 -1.998 -0.172
H -0.074 0.662 -1.285
H 0.836 1.043 0.093
H -3.517 0.623 0.153
H -2.533 0.539 -1.196
H -1.580 1.861 1.082
H 3.504 -1.322 0.501
H 4.057 0.583 0.742
H 2.451 0.132 0.128
H 3.721 -0.305 -0.853
H -1.660 -2.900 -0.068

(C)
17
Properties=species:S:1:pos:R:3 method="wB97M-V/def2-TZVPD" e_lumo_ev="0.732 / 0.529" homo_lumo_gap_ev="7.469 / 6.866" mol_weight_g_mol=98.15 homo_energy_ev="-6.7371 / -6.3366"
C 0.004 -0.122 -2.490
C -0.172 0.770 -1.298
N -0.997 0.545 -0.297
C -0.581 1.119 0.897
C 0.488 0.373 1.629
C 0.300 -1.076 1.953
N 1.331 -0.638 1.009
H -0.183 0.407 -3.433
H -0.648 -1.004 -2.457
H 1.039 -0.477 -2.531
H 0.443 1.600 -0.928
H -1.785 -0.102 -0.408
H -1.370 1.528 1.516
H 1.032 0.972 2.358
H 0.661 -1.519 2.878
H -0.600 -1.546 1.550
H 1.037 -0.830 0.052

Taking the most stable structure as the zero point, the relative energies in hartree are (A) 0.0310; (B) 0.0966; (C) 0.0000.

(A)
17
Properties=species:S:1:pos:R:3 method="wB97M-V/def2-TZVPD" e_lumo_ev=0.966 smiles="C=C1N[C@@H]1C.C=N" homo_lumo_gap_ev=9.612 mol_weight_g_mol=98.15 homo_energy_ev=-8.6463
C -1.590 0.549 0.259
C -0.611 0.905 -0.540
N -0.042 0.646 -1.799
C 0.657 1.521 -0.800
C 1.864 1.094 -0.013
H -2.446 0.106 -0.212
H -1.588 0.741 1.327
H 0.351 -0.299 -1.829
H 0.625 2.555 -1.140
H 2.731 0.907 -0.652
H 1.638 0.198 0.576
H 2.121 1.892 0.692
C -1.224 -2.008 0.474
N -0.183 -1.983 1.198
H -2.208 -2.057 0.948
H -1.250 -2.007 -0.625
H 0.649 -1.912 0.605

(B)
17
Properties=species:S:1:pos:R:3 method="wB97M-V/def2-TZVPD" e_lumo_ev=1.046 smiles=C[C@H]1N[C@H]1[C@H]1CN1 homo_lumo_gap_ev=9.984 mol_weight_g_mol=98.15 homo_energy_ev=-8.9378
C -2.193 -0.383 0.067
C -1.129 -0.339 -0.993
N -0.105 0.654 -1.042
C 0.371 -0.634 -0.614
C 1.268 -0.463 0.636
C 2.019 0.832 0.767
N 0.956 0.483 1.700
H -1.727 -0.164 1.028
H -2.577 -1.413 0.094
H -3.052 0.278 -0.094
H -1.541 -0.587 -1.993
H 0.181 0.997 -1.951
H 0.759 -1.422 -1.261
H 1.813 -1.340 0.991
H 3.024 0.878 1.192
H 1.809 1.621 0.046
H 0.124 1.002 1.427

Taking the most stable structure as the zero point, the relative energies in hartree are (A) 0.0224; (B) 0.0000.